Formula: C35H42BINO2P
Source: the OMol25 dataset
Level of theory: ωB97M-V/def2-TZVPD

Each line ends with the Löwdin charge.
Cartesian coordinates (Å):
C 3.011 -0.567 -3.226  0.023
C 3.602 0.685 -2.443  -0.406
O 4.531 0.543 -1.622  0.061
O 3.081 1.987 -2.627  -0.083
C 3.005 2.367 -4.027  -0.181
C 1.595 2.106 -4.739  -0.208
C 0.323 2.089 -3.776  -0.250
B -0.801 0.976 -4.102  -0.922
I -0.671 -0.660 -5.523  0.836
P -2.460 1.086 -3.082  0.641
N -2.905 -0.352 -2.496  -0.354
H 3.500 -0.665 -4.263  0.109
H 3.258 -1.493 -2.620  0.085
H 1.893 -0.482 -3.408  0.060
H 3.264 3.478 -4.095  0.132
H 3.824 1.800 -4.603  0.138
H 1.441 2.981 -5.475  0.125
H 1.718 1.183 -5.400  0.064
H 0.556 2.009 -2.660  0.117
H -0.202 3.112 -3.903  0.122
H -3.428 1.654 -3.973  0.004
H -2.214 1.958 -1.953  0.005
H -3.837 -0.543 -2.905  -0.054
C -5.751 -2.477 0.267  -0.094
C -7.033 -3.010 0.348  -0.099
C -7.734 -3.318 -0.814  -0.104
C -7.154 -3.089 -2.058  -0.102
C -5.875 -2.547 -2.139  -0.101
C -5.172 -2.242 -0.977  -0.097
H -5.202 -2.243 1.173  0.092
H -7.487 -3.187 1.318  0.098
H -8.733 -3.737 -0.750  0.097
H -7.699 -3.331 -2.963  0.097
H -5.424 -2.363 -3.109  0.093
H -4.174 -1.822 -1.041  0.065
C -2.149 -2.378 5.092  -0.117
C -1.573 -2.259 3.831  -0.095
C -2.085 -2.984 2.760  -0.092
C -3.171 -3.832 2.950  -0.103
C -3.742 -3.959 4.213  -0.095
C -3.232 -3.231 5.283  -0.100
H -1.754 -1.808 5.925  0.099
H -0.724 -1.599 3.683  0.101
H -1.637 -2.888 1.776  0.103
H -3.572 -4.396 2.114  0.100
H -4.585 -4.625 4.362  0.100
H -3.679 -3.328 6.267  0.102
C -5.056 1.444 5.978  -0.093
C -3.819 0.862 5.722  -0.091
C -2.649 1.546 6.036  -0.096
C -2.716 2.815 6.602  -0.099
C -3.954 3.401 6.850  -0.101
C -5.124 2.716 6.539  -0.099
H -5.968 0.907 5.739  0.100
H -3.766 -0.127 5.278  0.084
H -1.684 1.090 5.839  0.096
H -1.805 3.348 6.849  0.099
H -4.006 4.394 7.286  0.099
H -6.088 3.172 6.734  0.099
C 5.581 -4.340 0.831  -0.098
C 5.462 -3.007 0.451  -0.089
C 5.400 -2.669 -0.897  -0.095
C 5.463 -3.666 -1.866  -0.101
C 5.591 -4.999 -1.487  -0.101
C 5.649 -5.336 -0.138  -0.100
H 5.622 -4.603 1.883  0.099
H 5.416 -2.230 1.207  0.103
H 5.304 -1.630 -1.193  0.073
H 5.412 -3.404 -2.918  0.097
H 5.646 -5.776 -2.242  0.098
H 5.747 -6.375 0.158  0.099
C 5.714 7.029 -1.789  -0.101
C 6.153 6.473 -2.986  -0.102
C 6.082 5.098 -3.183  -0.100
C 5.574 4.277 -2.180  -0.098
C 5.144 4.832 -0.980  -0.085
C 5.212 6.207 -0.784  -0.096
H 5.764 8.102 -1.638  0.099
H 6.551 7.113 -3.767  0.098
H 6.421 4.665 -4.118  0.099
H 5.516 3.205 -2.334  0.089
H 4.754 4.191 -0.196  0.105
H 4.874 6.640 0.151  0.099

As for the total charge: 0. Its structure (SMILES) is CC(=O)OCCCB(I)[PH2]=N.c1ccccc1.c1ccccc1.c1ccccc1.c1ccccc1.c1ccccc1. Its energy above the lowest of the compared OMol25 structures with the same formula, charge and spin is 131.2 kJ/mol. The value obtained for the HOMO energy is -8.5267 eV. The total energy comes out at -2227.92184 hartree.

***

Formula: C35H42Cl6F4O6
Source: the OMol25 dataset
Level of theory: ωB97M-V/def2-TZVPD

Each line ends with the Löwdin charge.
Cartesian coordinates (Å):
C 3.832 -5.209 -1.585  -1.130
Cl 3.776 -3.547 -1.548  0.609
Cl 5.084 -5.743 -2.717  0.475
H 4.032 -5.647 -0.608  0.030
H 2.885 -5.653 -1.890  0.028
C -4.519 1.855 -1.730  -0.978
Cl -4.138 0.705 -3.090  0.461
Cl -6.063 1.447 -0.992  0.546
H -3.761 1.670 -0.968  0.000
H -4.584 2.889 -2.067  0.029
C -0.298 -4.828 -4.266  -0.962
Cl 0.250 -6.304 -5.218  0.421
Cl -0.963 -5.242 -2.672  0.524
H 0.492 -4.076 -4.245  0.028
H -1.078 -4.342 -4.852  0.022
C -0.196 -3.572 4.768  -0.064
C -1.419 -3.671 3.830  -0.197
O -1.282 -3.070 2.518  0.011
C -2.210 -3.231 1.544  -0.535
O -3.301 -3.861 1.700  0.049
O -1.773 -2.645 0.465  0.007
C -2.471 -2.627 -0.692  -0.083
H 0.655 -4.168 4.437  0.063
H -0.509 -4.112 5.662  0.074
H 0.034 -2.540 5.033  0.077
H -2.393 -3.309 4.160  0.122
H -1.547 -4.744 3.684  0.114
H -3.309 -1.968 -0.465  0.106
H -2.704 -3.652 -0.981  0.070
H -1.928 -2.152 -1.508  0.086
C -7.562 5.317 0.672  -0.051
C -7.051 4.031 1.211  -0.302
O -5.945 4.179 1.960  0.043
C -4.719 4.099 1.478  -0.509
O -4.356 4.043 0.293  0.088
O -3.911 3.952 2.568  -0.022
C -2.533 3.907 2.429  -0.061
H -8.209 5.272 -0.204  0.082
H -6.890 6.170 0.577  0.086
H -8.194 5.646 1.497  0.071
H -6.794 3.309 0.437  0.039
H -7.754 3.424 1.783  0.137
H -2.068 4.776 1.963  0.101
H -2.430 2.946 1.926  0.096
H -2.112 3.834 3.432  0.094
F -0.804 -1.093 -6.379  0.054
C 0.153 -0.199 -6.672  -0.288
C 0.234 0.876 -5.756  0.021
C 1.275 1.814 -5.945  -0.044
C 1.919 1.762 -7.201  -0.117
C 1.715 0.791 -8.156  -0.101
C 0.795 -0.198 -7.862  -0.046
H -0.396 0.873 -4.879  0.094
H 1.485 2.623 -5.261  0.102
H 2.543 2.610 -7.442  0.090
H 2.137 0.887 -9.146  0.101
H 0.721 -1.030 -8.547  0.114
F 3.034 -2.366 6.953  0.034
C 3.768 -1.936 5.890  -0.268
C 3.362 -2.423 4.622  0.005
C 3.934 -1.822 3.473  -0.054
C 5.001 -0.917 3.654  -0.126
C 5.508 -0.502 4.869  -0.067
C 4.877 -1.091 6.022  -0.017
H 2.548 -3.133 4.611  0.079
H 3.655 -2.106 2.469  0.102
H 5.503 -0.526 2.781  0.097
H 6.309 0.207 5.021  0.099
H 5.192 -0.862 7.029  0.100
F 4.180 3.797 -1.197  0.051
C 3.905 3.444 0.079  -0.255
C 3.732 2.038 0.453  0.015
C 3.441 1.651 1.746  -0.110
C 3.404 2.589 2.775  -0.068
C 3.547 3.984 2.399  -0.077
C 3.793 4.358 1.081  -0.067
H 3.866 1.236 -0.257  0.106
H 3.159 0.625 1.927  0.081
H 3.218 2.422 3.825  0.089
H 3.678 4.729 3.169  0.087
H 3.983 5.359 0.723  0.110
F 0.568 -1.291 -3.136  0.045
C 0.405 -0.738 -1.952  -0.392
C 1.040 -1.211 -0.815  -0.101
C 0.732 -0.682 0.465  -0.177
C -0.126 0.379 0.548  -0.182
C -0.728 0.925 -0.595  -0.162
C -0.461 0.343 -1.876  -0.106
H 1.765 -2.008 -0.890  0.008
H 1.165 -1.106 1.359  0.073
H -0.478 0.770 1.491  0.078
H -1.279 1.850 -0.509  0.048
H -1.046 0.740 -2.693  0.048

As for the total charge: -1. Its expectation value of S² is 0.759. The value obtained for the HOMO energy (alpha / beta) is 0.1047 / -4.6613 eV. Its spin multiplicity is 2. The total energy comes out at -4970.78862 hartree.